(1)
Density functional theory data (wB97M-V/def2-TZVPD) for 6 unconnected molecules or ions with the total composition C12H36ClN2O11 in a non-equilibrium geometry.

The value obtained for the HOMO energy is -6.39 eV. The calculation puts the gap between HOMO and LUMO at 9.12 eV. The charge is -1. As for the energy relative to the best compared isomer or geometry (same formula, charge and spin): 0.0 kcal/mol. As for the electronic energy: -1875.8855 Ha.

Last column: Mulliken charge in e.
Cartesian coordinates (Å):
Cl  -1.7121  26.1933  8.8164  1.58
O  -0.3945  26.7363  8.5935  -0.65
O  -1.7764  24.7594  8.5101  -0.59
O  -2.0696  26.3912  10.1906  -0.62
O  -2.6618  26.9188  8.0049  -0.64
O  -2.4489  29.9423  9.0656  -0.67
H  -2.2504  29.0520  9.3912  0.29
H  -1.6069  30.2625  8.7262  0.32
O  -3.2515  24.5006  5.4289  -0.69
H  -2.9893  24.4705  6.3680  0.36
H  -3.5248  23.6021  5.2181  0.28
O  -3.8261  27.2029  5.0076  -0.66
H  -3.3625  27.7270  5.6721  0.34
H  -3.8463  26.3094  5.3941  0.36
C  -0.6679  29.4543  15.1159  -0.76
O  -0.0068  28.9917  13.9763  -0.27
C  -0.4230  29.5769  12.7452  -0.72
C  0.1304  28.6653  11.6538  -0.01
N  1.5286  28.9881  11.4067  -0.40
C  2.1964  28.1148  10.4540  -0.50
C  3.6893  28.3134  10.5228  -0.64
O  4.2014  27.8644  11.7810  -0.30
C  5.5041  28.3436  12.0146  -0.73
H  -0.6896  30.5457  15.1943  0.29
H  -0.1735  29.0898  16.0170  0.25
H  -1.6844  29.0462  15.1430  0.28
H  -0.0362  30.5925  12.6746  0.34
H  -1.5124  29.4961  12.6541  0.46
H  -0.4349  28.7215  10.7241  -0.07
H  0.0225  27.6329  12.0087  0.29
H  2.0488  28.8685  12.2725  0.29
H  1.8868  28.3026  9.4215  0.31
H  1.9535  27.0483  10.5838  0.26
H  3.8520  29.3841  10.3566  0.40
H  4.1919  27.7024  9.7672  0.39
H  5.4843  28.8677  12.9778  0.25
H  5.8560  29.0858  11.2954  0.34
H  6.2590  27.5612  12.1093  0.24
C  0.2061  22.6994  9.9619  -0.73
O  -0.8257  22.2204  10.7756  -0.33
C  -1.9308  21.6992  10.0763  0.21
C  -2.8576  21.0234  11.0968  -1.11
N  -3.2055  21.8118  12.2497  -0.44
C  -3.8838  23.0706  11.9216  -0.18
C  -5.1603  22.8118  11.1293  -0.61
O  -5.9039  23.9870  10.9357  -0.46
C  -5.2866  24.8443  9.9551  -0.47
H  0.8447  21.8915  9.5561  0.31
H  0.8919  23.2092  10.6405  0.24
H  -0.0597  23.3003  9.0916  0.26
H  -1.7118  21.0561  9.2179  0.47
H  -2.4800  22.5671  9.6704  -0.16
H  -2.2779  20.1649  11.4672  0.41
H  -3.7376  20.5701  10.6390  0.38
H  -2.3545  22.0508  12.7440  0.35
H  -3.2055  23.7174  11.3457  0.04
H  -4.1487  23.6750  12.7904  0.41
H  -5.7248  22.0463  11.6708  0.38
H  -4.9640  22.3848  10.1371  0.38
H  -4.4452  24.3233  9.4916  0.07
H  -4.8093  25.6399  10.5328  0.25
H  -6.0691  25.1947  9.2900  0.31


(2)
Density functional theory data (wB97M-V/def2-TZVPD) for 4 unconnected molecules or ions with the total composition C12H36ClN3O3 in a non-equilibrium geometry.

The value obtained for the HOMO energy is -15.32 eV. The calculation puts the gap between HOMO and LUMO at 10.36 eV. The charge is +2. As for the energy relative to the best compared isomer or geometry (same formula, charge and spin): 28.1 kcal/mol. As for the electronic energy: -1328.4228 Ha.

Last column: Mulliken charge in e.
Cartesian coordinates (Å):
C  -2.7011  2.4387  1.8681  -1.06
C  -3.4869  1.7229  0.7001  0.12
C  -3.6753  2.6672  -0.3956  -0.78
O  -4.2658  1.9531  -1.4591  -0.39
C  -4.7154  2.7463  -2.5109  -0.81
N  -2.7713  0.5085  0.1653  0.04
H  -2.9586  0.5440  -0.8142  0.37
H  -1.7273  0.5440  0.3399  -0.07
H  -3.1098  -0.3991  0.6045  0.39
H  -3.2020  3.4374  1.9321  0.37
H  -1.6332  2.2919  1.7257  0.28
H  -2.8513  1.9618  2.8736  0.36
H  -4.4703  1.3448  1.0028  0.38
H  -2.7125  3.1568  -0.7028  0.28
H  -4.2927  3.4348  0.0030  0.51
H  -3.9264  3.3052  -2.9082  0.35
H  -5.5116  3.4142  -2.1861  0.31
H  -5.1675  2.1354  -3.3118  0.27
C  -0.0130  -5.0712  2.6861  -1.43
C  0.5075  -3.6132  2.8810  0.36
C  1.4732  -3.3565  3.9866  -0.78
O  2.7214  -3.9455  3.5228  -0.38
C  3.8393  -3.2812  4.1139  -0.76
N  1.0594  -3.1818  1.5746  -0.02
H  0.4907  -3.5499  0.8413  0.38
H  1.0455  -2.2022  1.3912  -0.06
H  2.0718  -3.4820  1.5296  0.40
H  0.7916  -5.7866  2.5559  0.37
H  -0.5727  -5.1596  1.7504  0.41
H  -0.6372  -5.4073  3.5351  0.38
H  -0.3950  -2.9834  2.9811  0.34
H  1.2535  -3.7676  4.9247  0.48
H  1.5678  -2.2771  3.9510  0.42
H  3.8849  -2.2774  3.7657  0.33
H  4.7048  -3.9247  3.7370  0.24
H  3.8861  -3.3448  5.2047  0.32
C  0.2552  2.6465  -1.8819  -1.16
C  1.1617  1.5521  -2.4060  0.36
C  1.8309  1.8356  -3.7451  -0.83
O  2.7720  0.7710  -3.9375  -0.36
C  3.7971  1.0055  -4.9018  -0.76
N  2.1391  1.2622  -1.2481  -0.08
H  2.6587  2.1242  -0.9568  0.40
H  1.6271  0.7898  -0.4841  -0.04
H  2.8051  0.5548  -1.5538  0.43
H  0.7692  3.6791  -1.6860  0.35
H  -0.2648  2.5333  -0.9775  0.32
H  -0.5052  2.8254  -2.6742  0.34
H  0.6536  0.5714  -2.4386  0.23
H  2.3501  2.7267  -3.7587  0.49
H  1.0465  1.7241  -4.5050  0.39
H  4.3574  0.1096  -5.0321  0.26
H  4.4629  1.7598  -4.5493  0.33
H  3.2443  1.2128  -5.8026  0.33
Cl  0.3386  -0.2795  0.6794  -0.91


(3)
Density functional theory data (wB97M-V/def2-TZVPD) for a molecular structure, C12H36InO16P4 in a non-equilibrium geometry.

The value obtained for the HOMO energy is -18.50 eV. The calculation puts the gap between HOMO and LUMO at 2.76 eV. The charge is +3. As for the energy relative to the best compared isomer or geometry (same formula, charge and spin): 39.1 kcal/mol. As for the electronic energy: -3237.3676 Ha.

Last column: Mulliken charge in e.
Cartesian coordinates (Å):
In  -0.1576  1.6540  -1.4592  1.81
C  -1.1581  -2.2428  3.2494  -0.77
O  -0.8283  -1.2860  2.2276  -0.25
P  -1.3102  0.2291  2.3843  0.94
O  -1.0772  1.0867  1.2038  -0.37
O  -0.5313  0.7012  3.6959  -0.23
C  -0.5833  2.0807  4.1474  -0.81
O  -2.8467  -0.0069  2.7799  -0.29
C  -3.6254  1.0059  3.4188  -0.26
H  -0.2725  -2.7820  3.5866  0.27
H  -1.8249  -2.9854  2.8139  0.29
H  -1.6183  -1.7943  4.1270  0.35
H  0.4438  2.4390  4.2403  0.27
H  -1.0047  2.0355  5.1511  0.32
H  -1.1071  2.7479  3.4688  0.43
H  -3.0663  1.9361  3.5439  0.19
H  -3.9868  0.7823  4.4219  0.34
H  -4.4695  1.2746  2.7855  -0.05
C  2.9299  -2.4396  1.2556  -0.61
O  3.5278  -1.1486  1.0477  -0.22
P  2.7171  0.1516  1.4908  0.25
O  1.7683  0.5090  0.4168  0.20
O  3.7974  1.2584  1.8441  -0.29
C  4.4928  1.8483  0.7345  -0.66
O  2.0662  -0.2267  2.8987  -0.19
C  2.7207  0.0118  4.1353  -0.69
H  1.8627  -2.3953  1.0318  0.35
H  3.1193  -2.8602  2.2457  0.35
H  3.3708  -3.1760  0.5867  0.18
H  5.1912  1.1962  0.2106  0.24
H  5.0881  2.6993  1.0604  0.35
H  3.7794  2.2696  0.0233  0.22
H  3.0366  -0.8856  4.6813  0.30
H  1.9756  0.4625  4.7946  0.19
H  3.6370  0.5992  4.1116  0.38
C  -5.2273  2.0040  0.2766  -0.50
O  -5.3526  1.1337  -0.8575  -0.24
P  -4.3307  1.3958  -2.0482  0.37
O  -2.9022  1.2577  -1.6631  -0.02
O  -4.7519  0.4449  -3.2364  -0.29
C  -4.4485  -0.9678  -3.1676  -0.62
O  -4.8048  2.8626  -2.4931  -0.31
C  -3.9491  3.6339  -3.3419  -0.66
H  -5.8091  1.5555  1.0764  0.30
H  -5.6535  2.9853  0.0536  0.36
H  -4.1853  2.1499  0.5745  0.13
H  -5.3074  -1.6065  -3.3560  0.29
H  -3.9506  -1.2796  -2.2508  0.28
H  -3.7707  -1.1044  -4.0123  0.28
H  -3.1590  3.1170  -3.8893  0.28
H  -3.4587  4.3477  -2.6707  0.28
H  -4.4997  4.2213  -4.0737  0.30
C  2.0779  -1.2563  -5.2509  -0.77
O  1.9457  -2.1868  -4.1748  -0.33
P  2.3227  -1.6137  -2.7180  0.71
O  1.6099  -0.3635  -2.3500  -0.25
O  1.9816  -2.8478  -1.7789  -0.15
C  2.5085  -4.1725  -2.0550  -0.76
O  3.9105  -1.5355  -2.7989  -0.29
C  4.5989  -0.3472  -2.3585  -0.58
H  1.3941  -1.5147  -6.0569  0.30
H  3.0987  -1.1851  -5.6288  0.31
H  1.7703  -0.2288  -5.0303  0.28
H  2.4307  -4.4024  -3.1158  0.31
H  1.9378  -4.8928  -1.4768  0.27
H  3.5528  -4.2302  -1.7488  0.35
H  5.1582  0.0977  -3.1798  0.38
H  5.2696  -0.6588  -1.5597  0.27
H  3.9368  0.4378  -1.9950  0.15